Formula: C34H55NO24
Source: the OMol25 dataset
Level of theory: wB97M-V/def2-TZVPD

Geometry as ORCA input:
```
! wB97M-V def2-TZVPD RIJCOSX def2/J DEFGRID3
* xyz 0 1
C -1.73 5.05 1.03
C -1.11 5.61 2.35
C -2.15 6.12 3.37
O -2.09 5.24 4.45
C -1.00 4.39 4.26
O -0.63 3.50 4.95
O -0.39 4.65 3.16
H -0.88 5.14 0.43
H -2.38 5.69 0.47
H -1.98 4.00 1.16
H -0.62 6.48 2.02
H -3.16 6.06 2.92
H -1.82 7.13 3.62
C -1.28 1.20 2.25
C 0.05 1.57 1.77
C 1.26 1.63 2.72
O 2.02 0.60 2.25
C 1.73 0.08 1.12
O 2.41 -0.66 0.44
O 0.45 0.51 0.88
H -1.51 1.92 2.91
H -1.25 0.26 2.83
H -2.02 1.13 1.48
H -0.05 2.51 1.16
H 0.99 1.38 3.80
H 1.76 2.60 2.59
C 0.56 -3.46 0.35
C 1.73 -4.23 -0.38
C 1.28 -5.59 -0.95
O 1.22 -5.34 -2.29
C 1.81 -4.25 -2.60
O 1.92 -3.92 -3.77
O 2.23 -3.69 -1.53
H 0.21 -4.02 1.17
H -0.25 -3.42 -0.40
H 0.84 -2.44 0.59
H 2.57 -4.36 0.17
H 0.45 -5.98 -0.43
H 2.08 -6.31 -0.70
C 4.25 -1.24 -4.26
C 5.07 -0.86 -3.08
C 4.50 -0.86 -1.66
O 5.55 -1.61 -0.97
C 6.38 -2.15 -1.80
O 7.27 -2.86 -1.48
O 6.13 -1.81 -3.07
H 3.83 -2.17 -4.01
H 4.82 -1.60 -5.17
H 3.46 -0.51 -4.49
H 5.49 0.08 -3.19
H 3.52 -1.46 -1.62
H 4.36 0.10 -1.13
C 1.08 -0.92 -2.27
C -0.42 -0.52 -2.31
C -0.96 0.14 -3.54
O -2.09 -0.56 -3.84
C -2.25 -1.59 -3.04
O -3.14 -2.43 -3.11
O -1.17 -1.75 -2.27
H 1.72 -0.06 -2.27
H 1.45 -1.38 -3.17
H 1.23 -1.50 -1.44
H -0.77 -0.04 -1.29
H -0.18 0.11 -4.27
H -1.04 1.11 -3.22
C -2.49 -2.10 1.24
C -3.63 -2.12 2.26
C -5.02 -2.41 1.63
O -5.38 -3.73 2.03
C -4.53 -4.02 3.07
O -4.63 -4.96 3.79
O -3.52 -3.18 3.14
H -2.37 -3.03 0.77
H -1.56 -1.68 1.53
H -2.76 -1.53 0.37
H -3.60 -1.21 2.92
H -4.96 -2.50 0.50
H -5.86 -1.78 2.04
C 5.14 2.80 -4.08
O 4.33 2.25 -3.05
C 3.20 2.86 -2.74
O 2.87 4.23 -3.26
O 2.47 2.15 -1.80
C 1.21 2.56 -1.68
H 5.49 3.81 -3.79
H 4.57 3.01 -4.91
H 6.00 2.21 -4.33
H 1.18 3.43 -1.09
H 0.65 1.71 -1.29
H 0.66 2.84 -2.51
C -1.00 0.14 5.81
O 0.31 -0.36 5.54
C 0.49 -1.39 4.76
O -0.65 -1.90 4.04
O 1.72 -1.99 4.67
C 2.00 -2.76 3.57
H -1.74 0.17 5.00
H -0.92 1.10 6.32
H -1.46 -0.44 6.66
H 1.61 -3.81 3.54
H 3.10 -2.86 3.51
H 1.72 -2.18 2.66
C -4.43 0.20 -1.21
C -5.17 1.28 -2.07
C -4.25 2.15 -2.90
C -3.10 2.68 -2.23
N -2.17 3.16 -1.75
H -4.96 -0.19 -0.38
H -3.44 0.52 -0.81
H -4.24 -0.60 -1.87
H -5.83 1.78 -1.34
H -5.82 0.64 -2.73
H -4.81 2.91 -3.45
H -3.78 1.67 -3.76
*
```

E_LUMO = 0.029 eV
orbital gap = 10.4 eV
SMILES string = C[C@H]1COC(=O)O1.C[C@H]1COC(=O)O1.C[C@H]1COC(=O)O1.C[C@H]1COC(=O)O1.C[C@H]1COC(=O)O1.C[C@H]1COC(=O)O1.COC(=O)OC.COC(=O)OC.CCCC#N

***

Formula: C23H16Cl3GeN5O4SeSn
Source: the OMol25 dataset
Level of theory: wB97M-V/def2-TZVPD

Geometry as ORCA input:
```
! wB97M-V def2-TZVPD RIJCOSX def2/J DEFGRID3
* xyz -1 2
Sn -0.85 0.30 0.68
C 0.52 -2.43 -4.75
C 0.73 -3.47 -3.84
C 0.85 -3.19 -2.49
C 0.75 -1.88 -2.05
C 0.51 -0.84 -2.95
C 0.42 -1.13 -4.30
N 0.87 -1.56 -0.66
N 1.70 -2.28 -0.08
C 1.86 -2.02 1.31
C 3.05 -2.46 1.88
C 3.24 -2.22 3.23
C 2.23 -1.61 3.96
C 1.07 -1.24 3.30
N 0.89 -1.43 2.00
H 0.42 -2.65 -5.80
H 0.80 -4.49 -4.19
H 1.01 -3.98 -1.77
H 0.40 0.17 -2.58
H 0.23 -0.32 -5.00
H 3.79 -2.93 1.26
H 4.16 -2.51 3.71
H 2.33 -1.40 5.01
H 0.25 -0.78 3.84
O -7.31 3.59 0.47
C -6.69 3.15 -0.51
O -6.97 3.12 -1.72
C -5.32 2.52 -0.16
C -4.67 2.83 1.02
C -3.44 2.26 1.30
N -2.86 1.39 0.46
C -3.50 1.05 -0.67
C -4.71 1.61 -1.02
C -2.83 0.02 -1.53
O -3.30 -0.35 -2.57
O -1.68 -0.44 -1.05
H -5.14 3.50 1.72
H -2.91 2.50 2.20
H -5.18 1.34 -1.96
Se 0.57 2.12 -0.53
C 2.30 1.31 -0.28
C 2.96 1.38 0.94
C 4.21 0.80 1.06
N 4.83 0.17 0.07
C 4.20 0.13 -1.10
C 2.95 0.68 -1.33
H 2.52 1.89 1.79
H 4.73 0.85 2.01
H 4.72 -0.38 -1.91
H 2.49 0.61 -2.31
Cl 1.63 1.94 4.34
Ge -0.33 1.91 3.21
Cl -0.97 3.99 3.56
Cl -1.56 0.84 4.79
*
```

E_LUMO (alpha / beta) = 0.583 / -0.524 eV
orbital gap (alpha / beta) = 6.3 / 5.2 eV
expectation value of S² = 0.758

***

Formula: C3H9NO2
Source: the OMol25 dataset
Level of theory: wB97M-V/def2-TZVPD

Geometry as ORCA input:
```
! wB97M-V def2-TZVPD RIJCOSX def2/J DEFGRID3
* xyz 0 1
C 1.65 -2.02 -1.66
C 0.61 -1.52 -0.71
O -0.42 -2.05 -0.32
O 0.95 -0.22 -0.44
H 1.47 -3.09 -1.82
H 2.78 -2.06 -1.52
H 1.61 -1.76 -2.69
H 0.28 0.08 0.09
C -1.35 2.39 0.97
N -1.39 0.96 1.56
H -0.26 2.68 1.08
H -1.99 2.85 1.48
H -1.25 2.28 -0.16
H -0.58 0.71 1.97
H -2.11 0.77 2.18
*
```

E_LUMO = 0.865 eV
orbital gap = 10.2 eV
SMILES string = CC(=O)O.CN

***

Formula: C4H9ISi
Source: the OMol25 dataset
Level of theory: wB97M-V/def2-TZVPD

Geometry as ORCA input:
```
! wB97M-V def2-TZVPD RIJCOSX def2/J DEFGRID3
* xyz 0 1
C -1.76 1.16 0.88
Si -0.56 0.22 -0.40
C -1.65 -0.32 -1.77
I 1.31 1.61 -1.44
H -2.77 0.58 0.78
H -1.42 0.89 1.85
H -2.24 2.18 0.71
H -0.14 -0.99 0.13
H -1.40 -1.02 -2.55
H -2.52 -0.81 -1.26
H -2.03 0.44 -2.37
C 3.97 -1.56 1.27
C 3.52 -0.48 1.51
H 4.32 -2.53 1.19
H 3.39 0.63 1.46
*
```

E_LUMO = 0.560 eV
orbital gap = 10.1 eV
SMILES string = C[SiH](C)I.C#C

***

Formula: C16H22N6
Source: the OMol25 dataset
Level of theory: wB97M-V/def2-TZVPD

Geometry as ORCA input:
```
! wB97M-V def2-TZVPD RIJCOSX def2/J DEFGRID3
* xyz 0 1
C -0.88 -1.91 1.28
C 0.43 -2.41 1.04
C 0.40 -3.75 1.26
N -0.89 -4.09 1.58
C -1.68 -2.98 1.59
H -1.26 -0.90 1.17
H 1.32 -1.82 0.90
H 1.18 -4.48 1.17
H -1.20 -5.04 1.72
H -2.74 -3.02 1.75
C 2.63 1.90 -0.11
C 1.41 1.35 0.36
C 0.60 1.17 -0.73
N 1.28 1.58 -1.83
C 2.51 2.05 -1.46
H 3.47 2.26 0.46
H 1.17 1.28 1.41
H -0.41 0.79 -0.80
H 0.86 1.65 -2.74
H 3.18 2.44 -2.22
C -2.84 -1.22 -2.73
C -3.38 -0.63 -3.95
N -3.80 -0.17 -4.92
H -3.67 -1.66 -2.19
H -2.33 -0.45 -2.15
H -2.10 -1.97 -2.98
C 3.25 0.66 3.22
C 4.20 0.32 4.27
N 4.95 0.06 5.10
H 2.40 -0.02 3.22
H 3.74 0.55 2.25
H 2.93 1.69 3.34
C -0.84 0.04 4.52
C -1.87 1.08 4.54
N -2.69 1.88 4.51
H -0.26 0.01 5.44
H -0.23 0.24 3.64
H -1.32 -0.93 4.42
C -1.54 2.63 -6.23
C -0.67 1.89 -5.34
N -0.02 1.32 -4.59
H -1.07 2.90 -7.17
H -1.74 3.57 -5.69
H -2.50 2.13 -6.35
*
```

E_LUMO = 0.409 eV
orbital gap = 8.8 eV
SMILES string = c1cc[nH]c1.c1cc[nH]c1.CC#N.CC#N.CC#N.CC#N

***

Formula: C4H4BrN3OS
Source: the OMol25 dataset
Level of theory: wB97M-V/def2-TZVPD

Geometry as ORCA input:
```
! wB97M-V def2-TZVPD RIJCOSX def2/J DEFGRID3
* xyz 0 1
C 0.11 -2.10 -0.80
C 0.93 -1.75 -1.81
C 1.05 -0.42 0.29
C -0.66 1.91 0.04
N 0.29 -1.45 0.35
N -1.37 2.01 1.09
N 1.25 0.55 1.17
O -0.34 2.11 -1.07
S 1.68 -0.21 -1.43
Br 0.52 0.22 2.82
H -0.80 -2.70 -0.93
H 0.93 -2.14 -2.84
H -1.42 1.42 1.98
H -2.18 2.55 1.13
*
```

E_LUMO = -1.049 eV
orbital gap = 6.2 eV

***

Relative energy (zero: lowest compared OMol25 entry of this formula, charge and spin) per entry: 97.2 0.0 65.2 49.7 82.3 48.4 kcal/mol